ORCA calculation (ωB97M-V with the def2-TZVPD basis set) on the molecule C6H9NSi in a non-equilibrium geometry.

Geometry (Å):
C 0.79 0.25 1.04
H 3.30 1.38 2.26
C -0.27 0.56 -1.87
C -2.22 -0.27 -0.43
C 0.10 -0.68 0.44
Si 2.63 0.29 1.37
N 0.82 0.69 -2.15
H -1.74 -1.40 1.34
C -1.37 -0.80 0.52
H -2.10 1.44 -1.48
H 2.80 -0.89 2.14
H -3.23 -0.43 -0.40
H 0.19 1.06 1.47
H -2.07 0.07 -2.75
H 3.59 -0.14 0.26
H 0.48 -1.53 -0.08
C -1.71 0.42 -1.69

**E_LUMO**: 0.7 eV
**Frontier orbital gap**: 10.36 eV
**Total energy**: -578.1518 Eh
**M**: 123.2 g/mol
**Relative energy (zero: lowest compared OMol25 entry of this formula, charge and spin)**: 152.81 kJ/mol
**Structure (SMILES)**: N#CC/C=C\C=C\[SiH3]